The following is a DFT calculation (ωB97M-V with the def2-TZVPD basis set) of 10 unconnected molecules or ions with the total composition C37H98N10O10.

Results
- HOMO energy (spin up / spin down) (eV) = -10.27 / -10.27
- net charge = +1
- multiplicity = 2
- gap between HOMO and LUMO (spin up / spin down) (eV) = 6.84 / 2.24

```
155
C37H98N10O10, DFT ωB97M-V with the def2-TZVPD basis set
O -3.0029 1.8558 8.1596
O 3.6393 3.3113 0.2350
O -1.8647 3.5187 -4.5507
O -3.7861 6.1899 -2.5003
O 6.4803 -4.8549 1.7811
O 1.5289 -0.7543 -5.0053
O 1.8192 -2.7675 0.4666
O -0.0399 0.9542 -0.7832
O -1.5905 -4.9486 5.1884
O -3.0474 -3.3180 -4.9919
N 4.5399 2.3626 3.7307
N 2.6373 0.7954 -3.7859
N -0.8665 -2.8820 3.5318
N -4.2592 1.4229 -6.4667
N -0.4679 -5.5403 1.2322
N -2.1934 0.5505 6.4780
N -5.0332 7.2921 -5.8455
N 0.6781 -0.7515 2.2554
N -1.7897 -2.0452 -3.4721
N 3.6406 -2.7275 2.7932
C -1.8219 -1.2380 -2.2763
C -0.5231 -2.6807 -3.8373
C 0.8055 -4.9488 0.8339
C 4.5781 2.3468 2.2605
C 0.6739 0.7770 0.4547
C -4.4576 5.8801 -3.6994
C 1.7337 -5.9393 0.1010
C -2.4493 -4.6289 4.1080
C 5.1892 -4.6456 2.2669
C 5.0336 -3.0989 2.7028
C -1.1750 0.5917 2.3235
C 0.7496 -3.5788 0.0939
C 1.5548 0.1918 -4.2297
C 2.6557 1.8892 -2.8813
C -0.5533 3.9417 -4.8155
C 5.7446 -2.8006 3.9971
C -1.0305 -0.2021 5.9570
C -2.4245 2.8977 -5.6986
C -2.9965 -2.9790 2.4010
C -3.8278 2.2623 -5.4125
C 3.5255 3.2891 1.6381
C -5.9235 8.0702 -3.5810
C -1.9844 -4.3407 6.4092
C -3.1000 1.0309 5.4657
C 3.9365 0.2955 -4.1772
C 6.7566 -6.2491 1.5497
C -2.1918 1.0513 7.7395
C -0.9486 2.0862 -0.8932
C 2.5581 -2.2926 -0.6020
C -3.8131 1.3523 -4.1912
C 4.4753 0.9371 1.7479
C -2.2406 -3.1527 3.6709
C -0.2220 -0.1688 1.3654
C 2.8502 4.3017 -0.4697
C -3.2527 5.0803 -1.9546
C -4.8371 7.3030 -4.3439
C -2.9708 -2.4561 -4.0848
H -1.7032 2.2219 -6.1580
H -2.7468 -0.6689 -2.1831
H 5.4612 2.0690 4.0224
H -3.4789 1.8848 -3.3008
H 5.9442 -1.7443 4.1773
H -3.8087 5.3151 -4.3684
H -5.8736 9.1588 -3.5573
H 3.0699 -2.9570 1.9921
H 3.1684 -3.0251 -1.1302
H -0.2613 -6.4562 1.6046
H -2.8720 5.4228 -0.9924
H -2.3809 4.8312 -2.5596
H -2.5727 1.7664 4.8582
H 4.5701 -4.8599 1.3957
H 3.5169 0.4466 1.9181
H -4.0145 1.4710 5.8633
H -0.9784 -0.5523 -2.3555
H 3.3967 -1.7867 3.0681
H 3.2084 5.3022 -0.2274
H -2.0249 -3.2626 6.2535
H -3.8513 -1.9383 -3.6739
H -3.5204 -4.7568 4.2644
H 3.0201 2.8119 -3.3328
H 5.4976 -2.5121 1.9101
H -4.8053 8.2151 -6.1863
H 1.9464 -1.6293 -1.2135
H 1.7902 -6.8871 0.6363
H -3.1282 0.5081 -4.2718
H -1.4026 0.5502 8.3211
H 3.2046 -1.5996 -0.0635
H 4.4456 -0.0604 -3.2816
H 1.6431 2.1382 -2.5641
H -0.3847 -3.6444 -3.3470
H -3.9934 4.2884 -1.8429
H -0.7604 1.2141 3.1165
H -0.5428 -3.4833 4.2759
H -1.6313 1.8042 -1.6948
H -0.4942 3.0286 -1.1989
H -3.5746 0.2368 4.8893
H 0.0779 -1.3350 2.8206
H 0.7311 -3.6628 -0.9927
H 3.8946 -0.5391 -4.8771
H 3.2674 1.5895 -2.0303
H -5.8024 7.8598 -2.5183
H 5.2276 0.2849 2.1914
H -0.4490 4.5105 -5.7395
H -1.4859 2.3322 0.0227
H -2.6866 -3.7404 1.6851
H -1.1550 -4.4760 7.1034
H 2.8755 4.1441 -1.5479
H -1.7679 -1.8268 -1.3606
H 0.8254 1.7636 0.8926
H -1.8351 -0.0641 2.8912
H -6.0285 7.3148 -6.0156
H -1.4009 -0.9540 5.2601
H 1.8078 4.1304 -0.2014
H 0.6274 0.6091 -3.8077
H 6.0718 -6.7035 0.8337
H 6.7673 -3.1747 3.9492
H -5.1875 1.0810 -6.2633
H 4.4905 1.1139 -4.6370
H 6.6251 -6.8520 2.4482
H -0.1010 -2.9395 0.3304
H -2.7333 3.6758 -6.3967
H 5.5592 2.7715 2.0480
H 4.7913 -5.2588 3.0755
H -2.8801 -1.9815 1.9773
H 0.2471 3.2122 -4.9392
H -6.8727 7.6238 -3.8773
H -0.1880 4.6059 -4.0322
H -4.7673 0.9054 -3.9121
H -2.9522 -4.6387 6.8125
H 0.2765 -1.9866 -3.5787
H -4.3402 2.0914 -7.2194
H 1.4061 -6.0983 -0.9264
H -0.3995 0.4908 5.4004
H 7.7818 -6.2545 1.1795
H 2.7349 -5.5220 -0.0066
H -1.0887 -5.7045 0.4526
H -5.2929 5.2185 -3.4697
H -2.0574 -5.3619 3.4028
H 5.2925 -3.1734 4.9161
H -1.8859 1.2403 1.8117
H -0.6301 -1.0454 0.8623
H -4.5083 3.0377 -5.0607
H -3.9363 7.8691 -4.1069
H -4.0720 -3.0239 2.5724
H 3.6701 4.3255 1.9433
H 4.4988 3.3094 4.0800
H 1.0015 -1.5372 1.7093
H -2.6101 -2.4446 4.4127
H -0.3542 -0.6153 6.7053
H 1.5381 0.1952 0.1342
H 1.2427 -4.8423 1.8266
H -0.5195 -2.9685 -4.8886
H -0.5161 -3.2591 2.6628
H 2.4994 3.0132 1.8809
H 4.4975 0.9651 0.6585
```